C6H18N2Si | ωB97M-V/def2-TZVPD

- SMILES = CN[Si@H](C)C(C)C.C=N
- spin multiplicity = 1
- orbital gap (Ha) = 0.3326

```
27
Properties=species:S:1:pos:R:3:mulliken_charge:R:1
H -1.87251 -2.00777 0.21292 0.37
H -1.18942 4.29839 0.17584 0.23
H -2.48520 4.79317 -1.04940 0.20
C -1.62042 4.06970 -0.79142 -0.27
Si 0.14126 0.06919 0.26748 0.16
H 1.30212 -3.44604 0.74037 0.43
H 0.49562 0.96878 -2.64308 0.26
N 1.34209 -0.07299 -1.09462 -0.15
H 0.33102 -0.80488 -2.77119 0.27
H 1.89318 -0.17569 -3.15928 0.31
H -1.40832 -3.32924 1.18449 0.36
H 1.92304 1.75207 0.67773 0.31
H 2.31846 0.07146 -1.13710 0.25
H 0.43411 2.30145 1.05399 0.16
C -1.31470 -2.24489 1.07995 -1.63
H 1.03068 -2.47309 -0.71356 0.41
C 0.98856 1.45167 1.21981 -0.91
N -1.18648 3.20687 -1.56808 -0.35
C 1.11592 -2.48883 0.33016 -1.73
H -1.78032 -1.80821 1.87704 0.46
H -1.67539 3.09623 -2.42337 0.21
H 1.02225 1.20632 2.24402 0.37
H 0.50514 -1.75842 2.15508 0.41
H -1.19310 0.46381 -0.14493 -0.16
H 2.00751 -1.95992 0.43192 0.47
C 0.07265 -1.72936 1.14862 0.50
C 0.96535 0.03019 -2.47745 -0.94
```